# 1
This record from the OMol25 dataset describes a cluster of 4 separate species, C20H29NO10 in total. The level of theory is wB97M-V/def2-TZVPD.

Structure (XYZ):
```
60
C20H29NO10 (wB97M-V/def2-TZVPD)
O -1.817 -3.677 2.950
H -1.909 7.921 0.930
C 0.833 -2.020 -0.800
O 2.709 -2.949 -4.165
H -3.943 7.284 -0.194
C 0.334 2.466 2.722
C -2.897 -4.457 2.704
H -2.215 6.442 1.846
H 1.489 -5.741 -5.088
O -2.874 6.535 -2.581
H 0.889 0.097 -0.302
H 1.400 -1.716 -1.680
C -0.835 6.216 0.164
C -2.417 6.480 -1.477
O 0.600 3.606 1.926
H 0.051 -2.697 -1.132
H -1.490 -1.650 2.809
C 1.308 1.417 2.395
H 3.556 -2.562 -6.002
C 1.861 -4.765 -5.387
C -4.152 -3.602 2.725
C 1.640 3.295 1.107
N 3.132 1.374 0.732
H 0.457 0.044 3.741
H -4.819 -3.899 1.921
H 4.670 -3.137 -4.746
C 1.308 0.083 3.059
C -2.224 -2.327 3.234
H 3.867 -5.397 -4.913
H 3.674 2.049 0.210
C 0.264 -0.782 -0.112
H -4.654 -3.769 3.680
C 2.100 1.914 1.434
H 1.525 -2.559 -0.152
C -2.045 6.841 0.848
O 0.657 -3.621 -3.590
H 2.099 -1.181 1.467
H 3.695 0.695 1.221
H -3.493 -1.921 1.546
O 0.041 -0.938 1.287
C 1.622 -3.754 -4.282
H -2.256 -2.203 4.320
H 1.111 -2.009 2.661
C 3.680 -3.267 -5.176
O -1.091 6.347 -1.247
H -0.722 -0.567 -0.524
H 3.698 -4.926 -6.605
C 1.197 -1.085 2.080
C -3.157 6.536 -0.152
C 3.372 -4.701 -5.592
O -2.806 -5.634 2.512
H -0.733 5.157 0.399
H 0.104 6.716 0.386
O 2.074 4.026 0.279
H 1.308 -4.432 -6.268
H 2.209 -0.037 3.670
H -3.610 5.557 0.020
H -4.210 -1.419 3.079
O -0.561 2.483 3.499
C -3.602 -2.183 2.600
```

Largest force on an atom, eV/A: 0.50
Lowest unoccupied orbital energy, eV: -0.48
Calculated total energy, eV: -43176.346
SMILES: CCOCCC1=C(N)C(=O)OC1=O.O=C1CCCO1.O=C1CCCO1.O=C1CCCO1
Molecular weight, g/mol: 443.449
Highest occupied orbital energy, eV: -9.6770

Atomic partial charges in e from the Löwdin method, atoms 1 to 4: O 0.02; H 0.12; C -0.06; O 0.02

---

# 2
This record from the OMol25 dataset describes an isolated molecule of C6H6 at a distorted geometry. The level of theory is wB97M-V/def2-TZVPD.

Structure (XYZ):
```
12
C6H6 (wB97M-V/def2-TZVPD)
C 0.482 -0.029 0.573
C 0.991 -1.266 0.469
H 1.196 -3.281 0.422
C -1.645 1.684 0.252
H 0.940 0.750 1.217
C -0.805 1.925 -0.725
H -2.231 2.184 1.028
H -0.655 2.574 -1.481
H -1.297 -0.271 -0.861
H 2.304 -2.442 -0.669
C -0.724 0.500 -0.194
C 1.444 -2.328 -0.030
```

Largest force on an atom, eV/A: 5.85
Lowest unoccupied orbital energy, eV: 1.13
Calculated total energy, eV: -6313.965
SMILES: C=C=CC1C=C1
Relative energy (zero: lowest compared OMol25 entry of this formula, charge and spin), kcal/mol: 120.7
Molecular weight, g/mol: 78.114
Highest occupied orbital energy, eV: -8.7718

Atomic partial charges in e from the Löwdin method, atoms 1 to 4: C -0.09; C -0.12; H 0.06; C 0.00

---

# 3
This record from the OMol25 dataset describes the ion C3H8N2 with charge +1 at a distorted geometry. The level of theory is wB97M-V/def2-TZVPD.

Structure (XYZ):
```
13
C3H8N2 (wB97M-V/def2-TZVPD)
H -0.346 -1.627 -0.654
H -1.620 1.364 -0.888
H 1.212 0.529 0.574
H -2.228 2.068 0.629
C 0.522 -0.996 -0.452
H -0.812 0.635 1.987
C -1.380 1.609 0.148
H -0.532 2.284 0.056
C -0.918 0.389 0.948
H 1.723 -2.095 -1.513
N 1.677 -1.167 -1.082
H -1.581 -0.467 0.826
N 0.382 -0.053 0.432
```

Largest force on an atom, eV/A: 1.12
Lowest unoccupied orbital energy (alpha / beta), eV: -4.05 / -8.25
Total charge: +1
Spin multiplicity: 2
Calculated total energy, eV: -6212.079
Relative energy (zero: lowest compared OMol25 entry of this formula, charge and spin), kcal/mol: 30.6
Molecular weight, g/mol: 72.111
Highest occupied orbital energy (alpha / beta), eV: -16.5604 / -16.5972

Atomic partial charges in e from the Löwdin method, atoms 1 to 4: H 0.16; H 0.09; H 0.19; H 0.09